# 1
The following is a quantum chemistry calculation of a single C4H2N2O molecule, from OMol25.

ORCA input file:
```
! RIJCOSX wB97M-V def2-TZVPD def2/J DEFGRID3
* xyz 0 1
C -1.283 -2.254 1.055
C -0.796 -1.304 0.469
C -0.033 -0.326 -0.038
C 1.268 -0.046 -0.235
N 1.386 1.360 -0.369
N 0.139 1.760 -0.574
O -0.734 0.670 -0.293
H -1.982 -2.913 1.954
H 2.236 -0.711 -0.508
*
```

Output
Total energy: -9201.6771 eV
Structure (SMILES): C#Cc1cnno1
Frontier orbital gap: 9.6 eV
E_HOMO: -9.66 eV
Energy relative to the best compared isomer or geometry (same formula, charge and spin): 116.7 kcal/mol

These are the Mulliken partial charges, in e, on atoms 1 to 2: -0.17, -0.53

---

# 2
The following is a quantum chemistry calculation of a single C4H2N2S2 molecule, from OMol25.

ORCA input file:
```
! RIJCOSX wB97M-V def2-TZVPD def2/J DEFGRID3
* xyz 0 1
N -2.947 -0.779 -0.604
C -1.918 -0.672 -0.074
C -0.624 -0.583 0.596
C 0.237 -1.810 0.354
N 1.422 -1.639 -0.064
S 1.779 0.016 -0.325
C 0.210 0.626 0.134
S -0.265 2.164 0.101
H -0.817 -0.482 1.660
H -0.156 -2.828 0.542
*
```

Output
Total energy: -28829.4826 eV
Structure (SMILES): N#C[C@H]1C=NSC1=S
Frontier orbital gap: 8.4 eV
E_HOMO: -9.39 eV
Energy relative to the best compared isomer or geometry (same formula, charge and spin): 0.0 kcal/mol

These are the Mulliken partial charges, in e, on atoms 1 to 2: -0.38, 0.09

---

# 3
The following is a quantum chemistry calculation of a molecular structure, C4H2NdO2, from OMol25.

ORCA input file:
```
! RIJCOSX wB97M-V def2-TZVPD def2/J DEFGRID3
* xyz 2 5
H -1.458 0.407 -2.348
C -0.424 0.369 -2.023
C 0.578 0.738 -1.367
C 3.186 0.639 -1.375
C 1.977 0.697 -1.393
H 4.252 0.679 -1.220
O -1.243 0.655 1.389
O 0.061 0.711 0.992
Nd -0.904 -1.448 0.518
*
```

Output
Total energy: -23524.6066 eV
Frontier orbital gap (alpha / beta): 5.1 / 6.5 eV
E_HOMO (alpha / beta): -17.54 / -17.53 eV
Energy relative to the best compared isomer or geometry (same formula, charge and spin): 125.7 kcal/mol

These are the Mulliken partial charges, in e, on atoms 1 to 2: 0.48, -0.38

---

# 4
The following is a quantum chemistry calculation of a single C4H2O molecule, from OMol25.

ORCA input file:
```
! RIJCOSX wB97M-V def2-TZVPD def2/J DEFGRID3
* xyz 0 1
O 2.738 -0.196 -0.349
C 1.568 -0.110 -0.178
C 0.401 -0.132 0.289
C -0.969 -0.545 -0.068
C -0.922 0.737 0.226
H -1.579 -1.430 -0.483
H -1.237 1.676 0.563
*
```

Output
Total energy: -6222.9710 eV
Structure (SMILES): O=C=C1C=C1
Frontier orbital gap: 8.7 eV
E_HOMO: -7.98 eV
Energy relative to the best compared isomer or geometry (same formula, charge and spin): 43.6 kcal/mol

These are the Mulliken partial charges, in e, on atoms 1 to 2: -0.46, 0.87

---

# 5
The following is a quantum chemistry calculation of a single C4H2O molecule, from OMol25.

ORCA input file:
```
! RIJCOSX wB97M-V def2-TZVPD def2/J DEFGRID3
* xyz 0 1
C 0.400 -1.460 0.267
C -0.219 0.928 0.294
C -0.771 1.321 -0.708
C 0.096 -0.299 0.796
O -0.720 1.848 -1.758
H 0.812 -1.710 -0.716
H 0.402 -0.628 1.826
*
```

Output
Total energy: -6220.5120 eV
Frontier orbital gap (alpha / beta): 8.4 / 7.0 eV
E_HOMO (alpha / beta): -9.27 / -9.31 eV
Energy relative to the best compared isomer or geometry (same formula, charge and spin): 100.3 kcal/mol

These are the Mulliken partial charges, in e, on atoms 1 to 2: -0.42, -0.48

---

# 6
The following is a quantum chemistry calculation of a single C4H2O molecule, from OMol25.

ORCA input file:
```
! RIJCOSX wB97M-V def2-TZVPD def2/J DEFGRID3
* xyz 0 1
C -0.502 -1.194 -0.762
C 1.599 -1.018 -0.292
C -0.948 -0.240 0.034
C 0.173 0.588 0.338
O 1.459 0.070 0.292
H -1.934 0.134 0.228
H 0.153 1.660 0.163
*
```

Output
Total energy: -6218.9739 eV
Frontier orbital gap (alpha / beta): 7.2 / 7.3 eV
E_HOMO (alpha / beta): -8.44 / -8.45 eV
Energy relative to the best compared isomer or geometry (same formula, charge and spin): 135.7 kcal/mol

These are the Mulliken partial charges, in e, on atoms 1 to 2: -0.42, 0.07

---

# 7
The following is a quantum chemistry calculation of a molecular structure, C4H2O, from OMol25.

ORCA input file:
```
! RIJCOSX wB97M-V def2-TZVPD def2/J DEFGRID3
* xyz 0 1
C 0.347 -0.199 -0.768
C -0.650 -0.029 0.028
C -0.119 0.606 -1.837
C -2.140 0.357 -1.983
O -1.149 0.316 -2.680
H 1.434 -0.611 -0.635
H -1.477 0.014 0.700
*
```

Output
Total energy: -6217.4786 eV
Frontier orbital gap: 7.9 eV
E_HOMO: -8.00 eV
Energy relative to the best compared isomer or geometry (same formula, charge and spin): 170.2 kcal/mol

These are the Mulliken partial charges, in e, on atoms 1 to 2: 0.05, -0.55

---

# 8
The following is a quantum chemistry calculation of a single C4H2O molecule, from OMol25.

ORCA input file:
```
! RIJCOSX wB97M-V def2-TZVPD def2/J DEFGRID3
* xyz 0 3
C -1.672 0.219 -0.152
C -0.840 1.320 0.567
C -2.307 1.331 0.294
C -0.251 0.164 -0.181
O -3.259 1.982 0.440
H 0.218 -0.751 0.580
H 0.256 0.580 -1.032
*
```

Output
Total energy: -6219.0384 eV
Frontier orbital gap (alpha / beta): 8.2 / 6.7 eV
E_HOMO (alpha / beta): -7.36 / -10.03 eV
Energy relative to the best compared isomer or geometry (same formula, charge and spin): 34.9 kcal/mol

These are the Mulliken partial charges, in e, on atoms 1 to 2: -0.42, -0.59

---

# 9
The following is a quantum chemistry calculation of a single C4H2O2 molecule, from OMol25.

ORCA input file:
```
! RIJCOSX wB97M-V def2-TZVPD def2/J DEFGRID3
* xyz 0 1
C 1.863 -0.624 -0.387
C 0.825 -0.039 -0.209
C -0.332 0.799 0.011
O -0.280 2.002 -0.018
C -1.444 -0.232 0.336
O -0.996 -1.352 0.417
H 2.887 -0.471 -0.596
H -2.523 -0.083 0.445
*
```

Output
Total energy: -8271.3762 eV
Structure (SMILES): C#CC(=O)C=O
Frontier orbital gap: 9.2 eV
E_HOMO: -10.36 eV
Energy relative to the best compared isomer or geometry (same formula, charge and spin): 26.6 kcal/mol

These are the Mulliken partial charges, in e, on atoms 1 to 2: -0.14, 0.01

---

# 10
The following is a quantum chemistry calculation of a single C4H2O2 molecule, from OMol25.

ORCA input file:
```
! RIJCOSX wB97M-V def2-TZVPD def2/J DEFGRID3
* xyz 0 1
C -0.523 -0.189 -0.812
C 0.807 0.704 1.180
C -0.357 0.057 -2.050
C -0.156 -0.043 0.532
O -0.184 -0.032 -3.211
O -0.620 -1.033 1.274
H 1.022 1.682 1.152
H 0.011 -1.145 1.933
*
```

Output
Total energy: -8268.7752 eV
Frontier orbital gap (alpha / beta): 7.7 / 6.6 eV
E_HOMO (alpha / beta): -9.39 / -9.20 eV
Energy relative to the best compared isomer or geometry (same formula, charge and spin): 86.5 kcal/mol

These are the Mulliken partial charges, in e, on atoms 1 to 2: -0.49, -0.70